{
  "formula": "C19H52O7",
  "method": "ωB97M-V with the def2-TZVPD basis set",
  "relative_energy_kcal_mol": 204.5,
  "total_energy_ev": -34870.0706,
  "smiles": "CC(C)O.CC(C)O.CC(C)O.CC(C)O.CC(C)O.CC(C)O.CO",
  "homo_energy_ev": -9.26,
  "gap_ev": 9.3,
  "symbols": ["C", "C", "C", "O", "H", "H", "H", "H", "H", "H", "H", "H", "C", "C", "C", "O", "H", "H", "H", "H", "H", "H", "H", "H", "C", "C", "C", "O", "H", "H", "H", "H", "H", "H", "H", "H", "C", "C", "C", "O", "H", "H", "H", "H", "H", "H", "H", "H", "C", "C", "C", "O", "H", "H", "H", "H", "H", "H", "H", "H", "C", "C", "C", "O", "H", "H", "H", "H", "H", "H", "H", "H", "C", "O", "H", "H", "H", "H"],
  "coordinates": [[1.383, -1.649, 1.725], [1.186, -1.737, 0.214], [-0.264, -2.105, -0.140], [1.460, -0.650, -0.367], [1.343, -2.652, 2.202], [0.626, -1.115, 2.125], [2.333, -1.321, 1.973], [1.805, -2.531, -0.162], [-0.597, -2.988, 0.373], [-0.379, -2.098, -1.255], [-0.866, -1.333, 0.233], [1.546, -0.765, -1.285], [-0.734, 1.866, -1.954], [-1.979, 1.663, -2.842], [-1.786, 2.425, -4.130], [-2.240, 0.524, -3.151], [-0.025, 1.143, -2.337], [-0.998, 1.621, -0.958], [-0.377, 2.861, -1.889], [-2.850, 2.150, -2.411], [-1.519, 3.484, -3.920], [-2.637, 2.665, -4.766], [-0.937, 2.109, -4.670], [-1.470, 0.108, -3.504], [2.253, 0.591, 6.920], [2.093, 1.337, 5.563], [2.405, 0.258, 4.490], [1.026, 1.964, 5.319], [1.589, -0.192, 6.882], [2.136, 1.330, 7.688], [3.259, 0.123, 6.982], [2.878, 2.112, 5.710], [3.253, -0.423, 4.745], [2.651, 0.773, 3.528], [1.517, -0.263, 4.249], [1.366, 2.443, 4.603], [2.458, 0.770, -4.037], [2.408, -0.735, -3.779], [3.542, -1.178, -2.870], [1.311, -1.092, -3.268], [1.770, 0.990, -4.756], [3.513, 0.900, -4.383], [2.377, 1.426, -3.149], [2.528, -1.387, -4.673], [3.409, -2.333, -2.856], [3.556, -0.771, -1.847], [4.493, -0.920, -3.271], [0.718, -1.009, -4.013], [-4.087, -2.329, 0.177], [-3.613, -2.042, -1.215], [-3.138, -3.341, -1.828], [-4.419, -1.507, -1.980], [-3.215, -2.395, 0.894], [-4.613, -3.313, 0.241], [-4.746, -1.568, 0.529], [-2.720, -1.325, -1.144], [-2.178, -3.652, -1.409], [-3.080, -3.290, -2.866], [-3.914, -4.094, -1.546], [-3.901, -1.062, -2.698], [-3.119, 1.055, 0.576], [-2.432, 0.756, 1.963], [-1.080, 1.439, 1.944], [-3.022, 1.196, 2.952], [-2.988, 2.135, 0.329], [-4.134, 0.994, 0.718], [-2.714, 0.428, -0.193], [-2.408, -0.266, 2.127], [-0.466, 1.068, 2.797], [-1.007, 2.549, 1.750], [-0.494, 1.008, 1.111], [-2.556, 0.786, 3.710], [3.602, 1.914, -0.056], [2.296, 1.765, 0.548], [4.407, 1.638, 0.649], [3.676, 2.957, -0.507], [3.644, 1.214, -0.804], [1.887, 0.899, 0.351]],
  "atomic_forces_ev_per_a": [[0.55, -3.53, -1.59], [-2.54, -6.65, 3.21], [0.99, -0.43, -0.71], [2.15, 7.38, -1.40], [-0.23, 0.34, -0.52], [-2.29, 2.21, 1.56], [1.81, 1.23, 0.43], [0.65, -0.86, -0.11], [-0.16, -0.83, -0.27], [0.00, -0.47, 0.97], [-1.03, 1.41, 0.49], [-0.11, -0.04, -2.05], [-1.29, -1.01, -0.47], [2.07, 12.32, 1.51], [0.09, 4.08, 0.22], [-3.37, -12.48, -1.43], [0.74, 0.10, 0.13], [0.00, -0.65, 1.06], [0.53, 0.93, -0.46], [-0.26, -0.05, 0.73], [0.20, -0.35, 0.31], [-0.37, -1.18, -0.11], [0.93, -0.93, -0.98], [0.72, -0.87, -0.50], [1.23, 1.59, -1.25], [8.34, -4.96, 3.01], [1.86, 1.61, -0.86], [-6.74, 2.28, 0.00], [-1.94, -1.79, 0.76], [-0.37, -0.12, 0.86], [-0.53, 0.64, -0.12], [0.69, -0.52, -0.82], [-0.77, 0.52, -0.16], [0.09, -0.36, 0.47], [-1.00, -0.88, 0.19], [-0.87, 2.01, -2.12], [3.67, -0.89, 1.28], [7.33, 1.92, -1.88], [-0.50, -2.26, 0.40], [-7.61, -2.23, 3.21], [-1.78, 1.15, -2.06], [-0.91, 0.53, -0.31], [-0.34, -0.70, -0.21], [0.68, 1.05, -0.50], [0.68, 1.84, 0.44], [-0.47, -0.15, -0.29], [0.77, -0.04, -0.55], [-1.27, -0.28, 0.35], [0.43, -1.09, 1.40], [8.06, -2.93, 4.64], [0.07, -1.60, 2.41], [-6.80, 5.38, -6.71], [-0.85, 0.07, -0.80], [0.21, 0.75, -0.08], [-0.47, 0.62, 0.32], [-0.39, -1.07, 0.47], [-0.10, -0.21, -0.09], [0.21, 0.20, -1.89], [0.67, 0.23, -0.52], [-1.11, -0.33, 0.74], [1.93, 1.57, 1.66], [4.35, 0.06, -8.66], [2.83, -1.22, -1.48], [-5.93, 3.49, 9.28], [0.34, -0.67, 0.04], [-2.60, -0.82, -0.04], [-0.06, -0.24, -0.36], [1.09, -2.88, -0.97], [-0.41, 0.87, 0.00], [-0.65, -1.19, 0.74], [-0.02, 0.20, -0.03], [-0.90, 0.93, -0.03], [-1.34, 1.44, 1.56], [0.43, 0.68, 0.30], [-0.25, 0.67, -0.11], [0.16, -1.30, 0.84], [0.44, -1.56, -2.28], [0.64, 0.36, -0.20]],
  "lowdin_charge": [-0.008, -0.568, -0.021, -0.008, 0.110, 0.026, 0.057, 0.138, 0.083, 0.096, 0.042, 0.047, 0.013, -0.663, -0.049, 0.054, 0.066, 0.031, 0.082, 0.152, 0.090, 0.084, 0.057, 0.107, -0.041, -0.624, -0.047, 0.052, 0.045, 0.072, 0.090, 0.141, 0.092, 0.080, 0.048, 0.090, -0.014, -0.635, -0.035, -0.007, 0.038, 0.100, 0.094, 0.155, 0.126, 0.069, 0.068, 0.121, -0.036, -0.709, -0.038, 0.031, 0.092, 0.088, 0.067, 0.112, 0.064, 0.054, 0.094, 0.130, -0.003, -0.638, -0.045, 0.033, 0.098, 0.049, 0.043, 0.110, 0.075, 0.117, 0.050, 0.144, -0.131, -0.164, 0.082, 0.103, 0.005, 0.023]
}

{
  "formula": "C19H53ClN5O13",
  "method": "ωB97M-V with the def2-TZVPD basis set",
  "total_energy_ev": -67137.9347,
  "spin_multiplicity": 2,
  "homo_energy_ev": [-8.10, -8.10],
  "gap_ev": [8.0, 3.2],
  "symbols": ["Cl", "O", "O", "O", "O", "C", "O", "C", "C", "N", "C", "C", "O", "C", "H", "H", "H", "H", "H", "H", "H", "H", "H", "H", "H", "H", "H", "H", "H", "C", "O", "C", "C", "N", "C", "C", "O", "C", "H", "H", "H", "H", "H", "H", "H", "H", "H", "H", "H", "H", "H", "H", "H", "C", "O", "C", "C", "N", "C", "C", "O", "C", "H", "H", "H", "H", "H", "H", "H", "H", "H", "H", "H", "H", "H", "H", "H", "C", "O", "N", "N", "H", "H", "H", "H", "O", "H", "H", "O", "H", "H"],
  "coordinates": [[-0.322, 0.543, -1.395], [0.152, 1.489, -2.312], [-1.040, 1.342, -0.403], [-1.129, -0.440, -2.126], [0.737, -0.134, -0.680], [3.857, -3.132, -5.074], [4.431, -2.244, -4.126], [3.496, -1.797, -3.171], [4.069, -0.977, -1.939], [4.541, 0.373, -2.207], [5.029, 1.071, -1.003], [5.150, 2.553, -1.221], [3.998, 3.201, -1.689], [4.047, 4.679, -1.749], [3.578, -4.109, -4.678], [4.655, -3.485, -5.728], [3.179, -2.649, -5.777], [2.958, -2.671, -2.805], [2.695, -1.171, -3.563], [4.920, -1.571, -1.605], [3.339, -1.042, -1.132], [3.880, 0.953, -2.704], [5.967, 0.594, -0.719], [4.262, 0.945, -0.238], [5.849, 2.705, -2.043], [5.585, 3.082, -0.373], [4.129, 5.096, -0.746], [3.007, 4.919, -1.969], [4.761, 5.094, -2.460], [-5.930, -2.545, -0.476], [-4.675, -3.220, -0.514], [-3.937, -2.632, -1.589], [-2.750, -3.506, -2.015], [-1.467, -3.418, -1.306], [-1.485, -3.808, 0.107], [-0.197, -3.530, 0.799], [0.156, -4.506, 1.789], [-0.894, -5.039, 2.682], [-6.584, -3.140, 0.161], [-6.423, -2.527, -1.448], [-5.919, -1.556, -0.019], [-3.681, -1.579, -1.475], [-4.552, -2.624, -2.490], [-2.442, -3.294, -3.039], [-3.170, -4.502, -2.153], [-1.102, -2.489, -1.464], [-1.798, -4.847, 0.206], [-2.201, -3.156, 0.608], [-0.225, -2.521, 1.209], [0.643, -3.688, 0.122], [-1.856, -5.263, 2.220], [-1.080, -4.380, 3.530], [-0.588, -5.957, 3.183], [-2.691, -0.829, 2.061], [-3.505, -0.493, 3.177], [-4.454, 0.567, 2.840], [-3.820, 1.847, 2.451], [-3.031, 2.416, 3.572], [-2.083, 3.388, 3.133], [-0.927, 3.668, 4.094], [-0.106, 2.566, 4.456], [0.887, 2.828, 5.382], [-1.914, -0.075, 1.936], [-3.282, -0.875, 1.146], [-2.242, -1.818, 2.154], [-5.193, 0.664, 3.635], [-5.143, 0.210, 2.075], [-4.598, 2.513, 2.078], [-3.115, 1.610, 1.655], [-2.579, 1.568, 3.885], [-2.629, 4.283, 2.834], [-1.501, 2.976, 2.308], [-1.403, 4.043, 5.000], [-0.397, 4.477, 3.592], [1.322, 1.913, 5.782], [0.282, 3.214, 6.202], [1.625, 3.588, 5.125], [1.897, 2.669, 1.511], [2.701, 3.260, 2.221], [0.949, 1.871, 1.867], [1.904, 2.699, 0.199], [0.778, 1.642, 2.836], [0.430, 1.350, 1.175], [2.715, 3.060, -0.283], [1.170, 2.376, -0.415], [2.930, 2.021, -3.621], [3.274, 2.490, -2.862], [2.022, 1.824, -3.391], [-2.920, 0.592, -4.320], [-2.586, -0.050, -4.947], [-2.388, 0.460, -3.536]],
  "atomic_forces_ev_per_a": [[-1.77, -0.77, 1.97], [1.94, 1.42, -2.37], [-0.51, -1.27, -0.33], [0.29, 0.81, 1.00], [0.38, -0.36, -0.53], [1.33, -0.43, -0.87], [0.05, 0.56, 0.41], [-0.78, 0.72, 0.69], [1.38, -2.33, -2.39], [-1.10, -1.10, 3.42], [-0.36, 0.17, -0.78], [2.02, 1.21, -1.34], [-0.23, 1.14, 0.78], [-1.22, -0.93, 0.73], [-0.98, 0.37, 0.60], [0.52, 0.52, 0.01], [-0.61, -0.04, 0.55], [0.06, -0.04, 0.65], [0.00, 0.19, -0.71], [0.32, 0.16, 0.39], [-0.35, 0.67, 0.09], [-0.68, 0.63, -2.23], [-0.01, 0.23, 0.33], [-0.20, -0.58, 0.28], [0.74, -0.13, 0.03], [-0.22, -0.32, 0.40], [0.72, -0.23, 0.13], [0.20, 0.13, -0.68], [-0.01, -0.37, 0.02], [-0.57, -1.11, 0.92], [-0.16, 1.39, -0.78], [0.60, -0.73, -0.92], [0.54, 0.39, -0.06], [-0.30, -1.15, -0.03], [-1.12, 1.10, -0.69], [0.95, -1.19, 0.32], [-1.42, -1.14, 1.48], [0.64, 0.80, -0.11], [0.04, -0.11, 0.13], [0.22, 0.21, -0.24], [0.46, 0.27, -0.24], [0.22, 0.12, 0.73], [-0.50, -0.08, -0.13], [-0.44, 0.62, -0.21], [0.39, -0.49, 0.73], [0.05, 0.12, 0.29], [0.09, 0.02, -0.18], [-0.68, -0.49, 0.28], [0.35, 0.12, 0.13], [-0.03, 0.65, -0.33], [0.16, 0.21, -0.39], [-0.04, 0.56, -0.16], [0.65, -0.11, -0.60], [-0.18, 0.25, -0.06], [-0.76, 0.66, -0.20], [-0.68, -1.65, 0.45], [0.81, 0.61, 0.23], [-1.52, -1.05, 0.11], [1.62, -1.43, -0.34], [-1.12, 0.90, 0.88], [-0.83, -0.90, -2.51], [-1.00, 0.86, 1.88], [0.25, -0.10, -0.20], [-0.14, 0.13, -0.22], [-0.07, 0.13, 0.63], [0.69, 0.11, 0.80], [0.40, -0.15, -0.82], [0.12, 0.26, 0.03], [-0.13, 0.30, -0.63], [0.61, 0.14, 0.66], [0.46, 0.25, 0.10], [-0.31, 0.18, -1.08], [0.29, 0.33, 0.49], [0.63, 0.03, 0.27], [0.15, -0.09, -0.63], [0.57, 0.45, 0.88], [0.13, -0.20, -0.50], [1.12, 0.53, 0.64], [0.50, 0.27, 0.43], [-2.97, -2.75, 2.78], [1.70, 1.33, -4.68], [-0.09, 0.41, -0.06], [0.05, 0.09, 0.19], [-0.46, 0.18, 0.33], [0.00, 0.00, 0.49], [0.02, -1.15, -0.87], [-0.02, 1.22, 0.42], [-0.85, -0.11, -0.02], [-0.38, 0.21, -0.27], [0.08, -0.13, -0.12], [0.29, -0.13, 0.38]],
  "lowdin_spin": [0.000, 0.000, 0.000, 0.000, 0.001, 0.000, 0.007, 0.001, 0.081, 0.698, 0.074, 0.001, 0.001, 0.000, 0.000, 0.000, 0.000, 0.000, 0.000, 0.015, 0.037, 0.022, 0.013, 0.033, 0.001, -0.001, 0.000, 0.000, 0.000, 0.000, 0.000, 0.000, 0.000, 0.000, 0.000, 0.000, 0.000, 0.000, 0.000, 0.000, 0.000, 0.000, 0.000, 0.000, 0.000, 0.000, 0.000, 0.000, 0.000, 0.000, 0.000, 0.000, 0.000, 0.000, 0.000, 0.000, 0.000, 0.000, 0.000, 0.000, 0.000, 0.000, 0.000, 0.000, 0.000, 0.000, 0.000, 0.000, 0.000, 0.000, 0.000, 0.000, 0.000, 0.000, 0.000, 0.000, 0.000, 0.000, 0.000, 0.000, 0.003, 0.000, 0.000, 0.000, 0.000, 0.012, 0.000, 0.000, 0.000, 0.000, 0.000]
}